DFT (ωB97M-V/def2-TZVPD) results for C11H25FN3O7 as an isolated structure at a distorted geometry.

## Properties
- Lowest unoccupied orbital energy: -3.13 eV
- Multiplicity: 1
- Total charge: +1
- HOMO: -11.81 eV

Last column: Löwdin charge in e.
Atoms and positions in Å:
H 1.477386 -1.805370 3.658919  0.15
H -1.288334 1.333672 4.053005  0.04
N 0.059370 2.829052 0.925574  0.15
H -0.743267 -0.038889 -2.952780  0.11
O 0.794361 -0.787901 -6.142957  0.03
H 0.791201 -0.013038 -1.015270  0.03
N 1.074405 0.926861 1.729190  -0.02
C 1.746643 0.148033 2.793194  -0.05
C 0.506519 -0.796213 -4.858110  -0.60
H 2.172153 0.808729 3.569854  0.14
H 0.445966 2.529222 3.906275  0.13
H -2.464118 -0.219702 -1.281408  0.14
O -2.370812 0.000357 2.872314  0.11
H -0.125497 -1.667001 0.065993  0.08
C -1.703354 0.328202 4.097377  -0.01
C 1.203724 -0.077479 -2.024843  -0.08
H 1.624621 0.986704 0.879557  0.15
H 2.599990 -0.332098 2.294074  0.14
H -0.440559 -1.609204 -1.674239  0.05
C 0.376206 2.028034 1.940781  -0.39
H 2.154205 0.459169 -2.066586  0.10
C -1.688472 -0.299980 -0.522358  -0.18
O 0.637756 0.450260 -4.365376  0.06
C 0.201689 0.498458 -3.004410  -0.22
O -0.501601 0.540347 1.725396  -0.05
H 1.480687 -2.735388 -6.407371  0.10
H 1.391594 -1.123564 -2.243895  0.08
C 0.848005 -0.942269 3.389326  -0.12
O 0.124824 -0.568992 4.557676  0.04
H -1.558857 -2.446885 -0.620396  0.10
H -2.466479 0.269191 4.865156  0.14
C 0.709193 -2.069982 -6.788794  -0.01
C -1.646253 0.123485 1.773168  -0.47
H -0.993293 1.839836 3.417482  0.00
H -0.909267 -0.387971 4.300987  -0.14
O 0.150208 -1.741588 -4.191712  0.11
H -0.550470 3.636194 0.966018  0.19
H 0.202581 0.369950 4.738511  0.12
O -2.385389 -0.251389 0.737460  0.10
F 0.491076 2.472955 -0.297154  0.05
H -1.051723 0.583250 -0.588433  0.09
H 0.142795 -1.271646 2.606034  0.14
H 0.868768 -1.869942 -7.842427  0.10
N -0.218673 2.437035 3.145287  0.18
H -0.270853 -2.512062 -6.626938  0.10
C -0.902981 -1.579964 -0.694780  -0.05
H 0.004329 1.549518 -2.798374  0.13

Force components x, y, z for each atom (eV/Å):
-0.3 0.4 0.0
-2.7 -3.2 3.8
0.4 0.2 0.7
0.0 0.1 0.1
0.1 0.0 0.1
0.4 0.1 -0.2
15.9 5.2 0.2
-0.1 0.2 -0.4
-0.1 0.1 0.2
-0.2 -0.3 -0.1
0.0 0.3 -0.1
-0.1 0.0 0.1
0.0 0.5 -1.6
0.1 -0.1 0.0
-6.7 1.7 -0.4
0.5 0.3 -0.1
0.4 -0.1 0.0
-0.3 0.1 0.2
-0.2 -0.2 0.0
0.7 1.8 0.7
-0.1 0.1 0.0
0.0 0.1 -0.6
0.1 -0.4 0.0
-0.2 0.4 0.2
-14.2 -5.9 -1.0
0.0 0.0 0.0
0.1 0.0 0.0
1.2 -0.9 -0.4
10.2 -3.1 2.7
-0.1 0.0 0.1
-0.3 0.4 0.0
0.0 0.0 -0.1
-5.7 -1.8 0.3
1.3 2.5 -2.9
-4.5 -0.2 -1.0
0.1 -0.1 -0.5
0.1 -0.1 0.0
1.1 0.0 0.3
0.8 0.0 0.7
0.1 0.0 -0.6
-0.1 -0.1 -0.1
0.3 -0.1 0.6
0.0 0.0 0.0
2.5 2.1 -1.3
0.0 0.0 0.0
-0.5 -0.4 0.3
0.1 0.1 -0.1

=====

DFT (ωB97M-V/def2-TZVPD) results for a 10-piece molecular cluster, C52H57ClN4O12 overall at a distorted geometry.

## Properties
- Lowest unoccupied orbital energy: 0.04 eV
- ΔE to the lowest compared entry with this formula, charge and spin: 2.1249 eV
- Multiplicity: 1
- Total charge: 0
- HOMO: -7.58 eV

Last column: Löwdin charge in e.
Atoms and positions in Å:
H -1.243135 -0.605881 -7.974246  -0.04
O -0.832135 -5.497881 -6.187246  0.01
O 6.196865 0.357119 3.090754  0.08
C 6.291865 0.915119 -0.394246  0.01
C -7.016135 2.362119 2.683754  -0.17
C 2.105865 -3.414881 -2.853246  0.07
C -0.598135 1.586119 -6.526246  0.06
H 3.891865 -1.275881 6.599754  0.10
C -5.060135 4.855119 5.842754  -0.09
H -3.748135 1.062119 2.859754  0.07
O -2.311135 -3.601881 -1.049246  0.04
C -1.248135 -5.221881 -2.413246  0.01
H 8.407865 2.952119 0.608754  0.07
C -3.787135 6.816119 5.179754  -0.05
C -8.295135 2.035119 2.228754  -0.03
H 2.924865 -0.603881 -4.276246  0.08
C 1.289865 -5.804881 3.007754  0.08
C -5.590135 5.906119 3.786754  -0.17
H -3.062135 7.476119 5.352754  0.06
N -2.479135 2.364119 1.836754  -0.06
O 3.267865 -4.503881 -6.214246  0.00
C -1.929135 -4.028881 -2.283246  -0.35
O 1.663865 0.035119 6.276754  0.01
C -4.001135 5.714119 6.019754  -0.07
H -4.180135 7.587119 3.168754  0.13
H 2.429865 -4.492881 0.147754  0.04
C 5.100865 -0.517881 4.952754  0.04
C -0.230135 -5.249881 2.822754  0.10
C -3.110135 1.195119 2.138754  -0.03
C 3.948865 -0.573881 5.820754  -0.05
H -2.461135 -2.200881 -3.194246  0.14
O 2.881865 2.257119 -1.205246  0.02
C 1.026865 0.172119 1.031754  -0.04
H 1.771865 -0.364881 0.692754  0.00
H 4.050865 1.845119 2.761754  0.05
O -0.125135 2.593119 -2.840246  0.03
H 2.280865 -0.437881 -1.920246  0.05
H 6.185865 1.078119 2.536754  0.04
H 4.327865 0.146119 -1.081246  0.10
H -0.064135 -6.104881 -6.153246  0.11
C 2.316865 -2.008881 -2.936246  -0.36
C -0.303135 0.049119 0.282754  -0.16
H 6.531865 -0.187881 -0.483246  0.13
H 1.937865 -0.430881 7.074754  0.08
C 5.068865 0.306119 3.802754  -0.31
H -3.295135 5.549119 6.730754  0.07
H -0.738135 -0.960881 0.433754  0.11
O 3.357865 -6.075881 1.846754  0.04
H 2.410865 -5.458881 -3.751246  0.10
H -4.020135 4.131119 2.107754  0.12
H -0.678135 2.099119 -7.375246  0.05
C 2.849865 0.027119 5.489754  -0.32
C -0.226135 1.830119 -3.930246  -0.32
H -0.207135 -0.364881 -3.204246  0.08
C -0.496135 0.177119 -6.342246  -0.26
H -7.325135 2.734119 -1.031246  0.08
H -5.329135 2.894119 0.055754  0.06
N -1.428135 0.823119 0.794754  -0.01
C 0.572865 -4.099881 0.757754  -0.02
H 2.266865 2.899119 -1.193246  -0.07
C 4.832865 1.052119 -0.737246  -0.01
Cl 1.036865 4.897119 0.007754  -0.59
C -1.107135 -5.000881 -4.927246  -0.30
C -2.878135 3.743119 2.274754  0.02
C -4.618135 6.933119 4.021754  -0.07
C 2.056865 -5.598881 1.862754  -0.31
C 2.953865 -1.594881 -4.099246  -0.04
O -0.561135 -0.623881 -7.506246  0.09
H 0.423865 -3.325881 -0.060246  0.13
C 2.518865 -4.417881 -4.022246  0.04
H -2.259135 -3.834881 2.153754  0.12
C 2.818865 0.957119 4.405754  0.06
C 6.997865 2.040119 -0.030246  -0.38
H 1.245865 1.278119 0.903754  0.10
H -5.170135 4.045119 6.306754  0.02
H 4.599865 4.388119 -0.372246  0.07
N -5.968135 5.025119 4.780754  0.05
H -1.679135 -3.519881 -0.390246  0.00
H 3.121865 -3.978881 -7.058246  0.14
C 1.783865 -4.779881 0.768754  0.00
H -9.161135 1.753119 2.887754  0.12
H 5.934865 -1.065881 5.205754  0.08
H -6.980135 2.329119 3.686754  0.06
H -0.402135 3.362119 -5.501246  0.05
N -5.958135 2.553119 1.912754  0.07
H -0.798135 2.882119 0.784754  0.09
H -0.260135 -6.882881 -3.693246  0.11
C 3.980865 1.179119 3.476754  0.09
C 3.055865 -3.771881 -5.085246  -0.36
H -2.641135 -0.872881 1.559754  0.10
H -2.119135 4.474119 1.742754  0.13
C -1.480135 2.116119 1.089754  -0.06
C 6.434865 3.333119 -0.062246  0.05
H -0.984135 -5.836881 -1.620246  0.07
C -0.791135 -5.879881 -3.775246  0.05
O 8.209865 2.047119 0.543754  0.07
O -1.497135 -3.593881 1.642754  0.02
C -2.052135 -3.223881 -3.437246  -0.02
H 1.238865 -6.405881 3.900754  0.09
H 0.186865 3.475119 -3.171246  0.13
H 3.977865 -5.830881 1.207754  0.07
C -1.685135 -3.718881 -4.697246  -0.03
H 2.161865 1.561119 4.126754  0.02
C -8.406135 2.164119 0.795754  -0.03
C 4.184865 2.248119 -0.750246  -0.32
C -6.121135 2.627119 0.582754  -0.16
H 0.964865 -0.166881 2.087754  0.09
H 6.803865 4.103119 0.347754  0.03
H 3.701865 -2.025881 -6.107246  0.11
H -2.780135 3.757119 3.339754  0.07
H -0.986135 -5.361881 3.501754  0.05
C -7.279135 2.438119 -0.050246  -0.05
H -6.342135 5.808119 2.832754  0.15
C 4.929865 3.416119 -0.402246  0.08
C -0.342135 -0.392881 -5.078246  -0.02
H 1.610865 -3.891881 -1.983246  0.07
C -0.438135 2.391119 -5.242246  0.04
C -0.432135 -4.392881 1.643754  -0.35
O 1.934865 -1.281881 -1.904246  0.07
H -0.121135 0.307119 -0.805246  0.13
C -0.208135 0.414119 -3.932246  0.00
H -2.009135 -3.009881 -5.485246  0.12
H -9.391135 2.024119 0.352754  0.10
H -0.531135 -1.373881 -5.141246  0.05
C 3.221865 -2.336881 -5.206246  0.01
C -2.429135 0.132119 1.581754  0.08

Force components x, y, z for each atom (eV/Å):
-9.4 0.8 -5.8
0.2 0.6 0.0
1.2 -2.6 1.3
-4.1 -1.4 -1.1
-1.3 -1.3 -2.6
1.0 -1.7 -2.3
1.5 -2.2 8.5
0.5 -0.8 1.2
-0.6 7.1 -6.6
-4.0 0.1 3.5
-3.1 0.6 -1.9
1.1 -2.1 -5.1
1.1 1.6 0.4
-4.8 -3.1 -2.0
-0.1 0.6 -3.2
0.6 3.7 -0.2
-6.8 1.8 -2.1
-2.4 0.0 0.7
2.9 2.5 0.6
-3.4 1.7 1.7
0.3 -0.2 -2.2
2.0 -0.6 -0.9
1.4 -0.6 -0.5
-1.2 1.1 -1.8
-1.4 -0.9 1.6
5.5 1.7 -4.9
-3.6 1.8 -0.3
6.9 0.9 -4.8
3.4 -2.1 -2.5
4.5 -2.1 -1.5
0.4 -1.1 -1.0
3.9 -5.6 -0.4
-4.2 4.3 2.4
3.6 -2.7 -2.6
-0.1 3.3 -3.6
0.8 1.2 0.1
1.1 3.2 -0.2
0.0 2.5 -2.3
0.1 0.3 0.3
-0.7 0.6 0.2
0.4 -5.7 -1.1
0.4 -1.4 -1.4
0.8 1.8 0.5
-0.4 0.0 0.2
-0.8 0.6 1.3
1.8 -0.6 2.3
0.8 0.2 -0.9
-1.4 -2.0 3.2
0.0 0.0 -0.8
2.8 -1.7 -0.2
-0.4 1.7 -3.4
-4.9 4.9 -2.1
-0.7 -1.3 -3.8
0.3 0.8 2.1
-0.9 2.2 -2.2
-0.6 0.0 -2.4
3.8 1.0 -2.2
-0.1 -1.5 1.9
0.6 0.3 -2.2
-2.7 4.8 1.0
3.6 -1.0 0.3
-0.2 -0.6 -0.1
1.1 -2.6 2.6
-0.5 1.9 -1.5
1.9 -0.9 -1.1
2.7 -0.2 0.3
-0.9 -0.3 -0.5
9.9 -0.8 7.3
0.0 -0.9 1.2
-1.1 4.4 4.9
-0.2 -0.7 0.5
8.7 -4.1 -0.8
-1.0 1.5 0.3
0.4 -1.2 0.7
-1.1 -6.2 4.3
-1.5 1.9 -0.1
2.8 0.3 -0.3
2.1 -0.1 1.7
0.3 -0.8 1.9
-7.2 -0.9 5.8
1.1 0.5 -0.8
1.8 -1.0 0.3
1.3 0.3 3.6
0.0 3.6 0.1
0.2 0.6 0.4
0.6 0.3 -0.6
-0.9 1.6 -0.6
-1.7 -6.7 7.9
-0.6 1.1 -1.8
0.0 -2.0 -0.1
-1.6 -1.4 1.3
2.2 -0.5 -2.2
-9.3 -7.3 -4.1
0.1 -0.8 1.8
-2.2 4.6 2.3
1.3 -2.7 -0.1
-1.4 2.0 -1.5
-0.4 -0.3 1.2
1.5 -0.3 -0.2
-0.5 -0.8 1.0
0.6 1.1 -1.9
-0.8 0.6 -0.1
-6.6 4.7 -1.3
-0.2 -0.6 0.7
-0.4 2.9 -0.1
-1.4 -0.9 3.5
-0.3 0.7 -0.4
3.2 5.8 2.7
0.0 0.8 -0.3
0.4 0.2 0.6
-1.6 -0.4 1.9
-3.1 -0.3 3.1
2.3 0.7 2.3
4.9 -2.6 0.5
-0.1 5.2 -1.9
0.4 0.5 -0.6
0.0 -5.4 -1.7
0.9 -2.3 4.9
-1.6 -1.4 1.4
-0.5 -0.5 1.2
-0.5 -1.3 -1.1
0.8 -1.0 -0.1
0.2 0.0 -0.1
0.0 -3.8 0.9
0.0 -3.5 1.9
0.6 6.0 -1.1

=====

DFT (ωB97M-V/def2-TZVPD) results for a 2-piece molecular cluster, CH2FNO overall at a distorted geometry.

## Properties
- Lowest unoccupied orbital energy (alpha / beta): -0.20 / -0.44 eV
- ΔE to the lowest compared entry with this formula, charge and spin: 8.1891 eV
- Multiplicity: 1
- Total charge: 0
- HOMO (alpha / beta): -10.51 / -9.38 eV

Last column: Löwdin charge in e.
Atoms and positions in Å:
F 0.089300 -0.022515 -1.798897  0.12
H -1.651414 1.311437 0.177812  0.16
H 1.138900 -1.671808 -0.164946  0.13
O 0.316585 1.609011 -0.149870  0.01
C 0.088349 0.319807 -0.564602  -0.50
N -0.727885 0.788215 0.443943  0.08

Force components x, y, z for each atom (eV/Å):
-1.3 0.3 -1.5
1.8 -1.5 0.1
-0.5 1.2 0.1
1.6 -0.5 -1.1
2.3 0.1 2.1
-3.9 0.5 0.4

=====

DFT (ωB97M-V/def2-TZVPD) results for one molecule with the formula C7H10.

## Properties
- Lowest unoccupied orbital energy: 1.09 eV
- ΔE to the lowest compared entry with this formula, charge and spin: 2.7002 eV
- Multiplicity: 1
- Total charge: 0
- HOMO: -8.98 eV
- SMILES string: C=C[C@@H]1[C@@H]2C[C@]12C

Last column: Löwdin charge in e.
Atoms and positions in Å:
H -0.070199 1.549328 1.245494  0.14
C -1.410231 1.080863 -0.416462  -0.14
H 0.144836 -0.822687 -1.689405  0.08
H -0.466221 -1.695262 2.013045  0.08
H 1.185098 -2.147598 1.588927  0.08
C 0.523969 -1.293783 1.766273  -0.03
H -2.504374 1.020406 -2.218339  0.05
C 0.419279 -0.453363 0.538292  -0.36
C -1.532662 1.093809 -1.739479  0.00
H 0.886342 -0.733288 2.633752  0.08
H -0.656531 1.144775 -2.380856  0.06
H 1.665358 -1.479372 -0.913617  0.11
C 0.846014 -0.761100 -0.856868  -0.06
H 2.165761 0.997425 -0.046448  0.13
C -0.138332 0.930373 0.344474  -0.20
C 1.195674 0.548930 -0.221499  -0.11
H -2.305712 1.049512 0.207498  0.10

Force components x, y, z for each atom (eV/Å):
-0.1 -0.2 -0.1
0.0 -0.1 -0.2
0.1 0.0 0.2
0.2 0.0 0.0
0.0 0.1 0.1
0.1 0.0 0.1
0.1 0.2 0.0
0.0 -0.2 0.1
0.0 0.1 0.1
0.0 0.0 -0.1
-0.1 0.0 0.1
-0.1 0.1 0.0
0.0 -0.2 -0.2
-0.2 -0.1 0.0
-0.1 0.1 0.1
0.2 0.1 0.0
0.1 0.0 -0.1

=====

DFT (ωB97M-V/def2-TZVPD) results for a 2-piece molecular cluster, C3H4N2OS2 overall at a distorted geometry.

## Properties
- Lowest unoccupied orbital energy: -0.36 eV
- ΔE to the lowest compared entry with this formula, charge and spin: 3.0344 eV
- Multiplicity: 1
- Total charge: 0
- HOMO: -7.86 eV
- SMILES string: NC(O)=C=S.N=C=S

Last column: Löwdin charge in e.
Atoms and positions in Å:
C -0.124083 0.479461 1.060253  -0.65
O 1.729869 -0.791309 0.039216  0.01
H 1.288474 2.190520 -0.805560  0.17
H -1.380776 -1.351632 0.507464  0.05
S -1.816454 0.549269 -1.952942  0.71
H -0.271818 -2.283137 1.341895  0.10
S -0.887051 1.731144 1.612482  0.75
H 1.764510 -1.808512 -0.050300  0.14
C 0.435238 -0.610753 0.566717  -0.52
N -0.467557 -1.699354 0.539882  0.11
N 0.304551 2.189065 -1.324750  0.10
C -0.574902 1.405238 -1.534359  -0.95

Force components x, y, z for each atom (eV/Å):
1.2 0.3 0.1
-1.7 -2.0 0.7
-3.3 -0.2 -1.7
-1.7 0.1 0.0
-0.3 -0.3 -0.1
-0.6 -0.3 0.1
0.1 -0.3 0.2
0.1 2.3 -0.1
0.1 0.7 0.0
2.4 -0.9 -0.2
2.9 0.0 1.3
0.8 0.7 -0.2

=====

DFT (ωB97M-V/def2-TZVPD) results for an isolated ion of composition C6H10N and charge +1 at a distorted geometry.

## Properties
- Lowest unoccupied orbital energy (alpha / beta): -3.30 / -8.31 eV
- ΔE to the lowest compared entry with this formula, charge and spin: 2.2116 eV
- ⟨S²⟩: 2.008
- Multiplicity: 3
- Total charge: +1
- HOMO (alpha / beta): -12.93 / -14.12 eV

Last column: Löwdin charge in e.
Atoms and positions in Å:
H 1.960303 1.292160 -0.208943  0.12
H 2.327277 0.042575 1.001547  0.10
H 0.707155 -0.512811 -3.502984  0.09
C -1.083664 -0.910429 2.430700  -0.02
H 2.011655 -0.397655 -0.692507  0.10
C -0.372514 0.314745 -2.115159  -0.20
H -0.376172 -1.186195 3.226926  0.11
H -1.706305 0.437973 -0.477191  0.13
H -1.596671 -1.828674 2.130742  0.13
C 0.280264 0.130498 0.381972  -0.18
C -0.668575 0.701432 -0.694147  -0.09
C 1.742497 0.279412 0.118451  0.02
N 0.607955 -0.340999 -2.509574  0.15
H -0.590549 1.792107 -0.622221  0.15
C -0.313039 -0.348106 1.405358  0.13
H -1.766576 -0.188427 2.889265  0.12
H -1.163041 0.722395 -2.762236  0.14

Force components x, y, z for each atom (eV/Å):
0.0 0.1 -0.3
0.1 -0.1 0.1
-0.3 0.0 -0.1
0.5 -0.2 1.4
-0.1 -0.2 -0.5
-0.5 0.4 -1.0
-0.3 -0.2 0.2
0.1 0.1 0.1
-0.2 0.1 -0.2
1.7 2.9 -5.7
0.7 -0.4 1.1
-0.6 0.0 1.3
0.6 -0.1 0.6
0.0 0.1 -0.1
-1.5 -2.2 3.6
-0.3 -0.1 -0.2
0.2 -0.2 -0.2

=====

Question: Which value of total charge does entry 4 give?
Answer: 0

=====

Question: Among the records above, which one has the highest multiplicity?
Answer: C6H10N